{
  "formula": "C5H11N2",
  "method": "ωB97M-V/def2-TZVPD",
  "e_above_lowest_kcal_mol": 95.3,
  "smiles": "C=NC(=C)[NH+](C)C",
  "lumo_energy_ha": [-0.1671, -0.1672],
  "charge": 1,
  "e_homo_ev": [-12.993, -12.997],
  "elements": ["C", "N", "C", "C", "N", "C", "C", "H", "H", "H", "H", "H", "H", "H", "H", "H", "H", "H"],
  "xyz": [[-1.429623, 1.975999, 1.120006], [-0.526127, 1.181443, 0.727820], [-0.392532, 0.424831, -0.451837], [-0.825170, 0.782267, -1.976546], [0.469243, -0.738224, -0.309647], [1.941851, -0.528326, -0.183836], [-0.045723, -1.472219, 0.939231], [-1.242469, 2.545369, 2.021764], [-2.394343, 2.067634, 0.679352], [-0.598207, -0.017018, -2.647658], [-1.302454, 1.708598, -2.211261], [0.178078, -1.244548, -1.138896], [2.157961, -0.264330, -1.114764], [2.111845, 0.148000, 0.685391], [2.409418, -1.500942, 0.050185], [-0.939977, -1.056472, 1.284971], [-0.248351, -2.546277, 0.801312], [0.676580, -1.465785, 1.724415]],
  "forces_ev_per_angstrom": [[0.4571, -0.6392, -0.0168], [1.4766, -0.6898, -1.2196], [-2.7485, 4.4318, -6.0773], [2.3178, -2.1904, 8.2405], [-2.1556, -1.0588, 2.3282], [-1.0894, -1.4997, 3.7607], [0.5912, -1.9469, -0.5652], [0.0759, 0.0422, 0.0782], [-0.7874, 0.1215, -0.6963], [0.1420, 0.0260, -0.6848], [-0.2749, 0.1865, -0.0276], [0.6863, -0.7096, -0.1121], [1.9962, 1.9007, -3.5686], [-0.0439, -0.1367, -1.1621], [-0.3385, 0.3771, -0.1574], [-1.1864, 0.8206, 0.3157], [0.2268, 0.4108, -0.7698], [0.6547, 0.5538, 0.3343]]
}